Here is C5H9NO in the gas phase from OMol25. Energies are from wB97M-V/def2-TZVPD.

The calculated total energy is -325.82621 Eh. The frontier orbital gap is 7.877 eV. The max |F| comes out at 4.4 eV/A.

```
! RIJCOSX wB97M-V def2-TZVPD def2/J DEFGRID3
* xyz 0 1
C 0.2383 2.3288 -0.2586
C 0.2921 1.0168 0.4550
C 0.1420 -0.1894 -0.1470
N -0.0569 -0.2875 -1.5406
C -0.0702 -1.3873 0.6780
C -0.5204 -2.5900 0.3235
O 0.5044 1.1355 1.7974
H 0.5116 0.2365 2.1767
H -0.4852 0.5154 -1.9775
H -0.5859 -1.1023 -1.8164
H 0.9358 -1.3886 1.1393
H -0.7154 2.4586 -0.7728
H 0.3515 3.1351 0.4618
H 1.0320 2.3933 -1.0023
H -0.0951 -3.5330 0.6251
H -1.4786 -2.7419 -0.1415
*
```

These are the Löwdin partial charges, in e, on atoms 1 to 2: number 1, C, carries -0.024; number 2, C, carries -0.346